Arrangement one

# C5H11N2

A gas-phase ion, C5H11N2 (charge +1) (ωB97M-V/def2-TZVPD, the Open Molecules 2025 dataset).

- Molecular weight: 99.2 Da
- SMILES: C=C1C[NH2+]CN1C
- Net charge: +1
- Frontier orbital gap: 0.3279 Eh

Last column: natural (NBO) charge in e.
Positions of all 18 atoms, in Å:
C: 1.1163 1.8660 -0.0079  -0.466
C: 0.3287 0.8188 0.0198  0.152
C: -1.1498 1.1037 0.2154  -0.252
N: -1.8390 -0.1200 -0.4489  -0.540
C: -0.7654 -1.2369 0.1430  0.016
N: 0.4882 -0.6061 -0.0758  -0.460
C: 1.7823 -1.3252 -0.0704  -0.394
H: 2.1534 2.0403 -0.3937  0.245
H: 0.7267 2.7685 0.3862  0.217
H: -1.4096 1.1215 1.2606  0.231
H: -1.2787 2.0596 -0.1511  0.253
H: -2.7537 -0.3556 -0.0122  0.457
H: -1.6877 -0.1838 -1.4670  0.455
H: -0.9350 -2.1772 -0.4421  0.227
H: -0.9664 -1.3568 1.1866  0.195
H: 2.0604 -1.4552 1.0290  0.211
H: 1.7044 -2.2816 -0.5303  0.221
H: 2.4248 -0.6802 -0.6410  0.233

---

Arrangement two

# C5H11N2

A gas-phase ion, C5H11N2 (charge +1) (ωB97M-V/def2-TZVPD, the Open Molecules 2025 dataset).

- Molecular weight: 99.2 Da
- SMILES: C=N/C=C/CC[NH3+]
- Net charge: +1
- Frontier orbital gap: 0.3426 Eh

Last column: natural (NBO) charge in e.
Positions of all 18 atoms, in Å:
C: 2.6114 0.9769 -1.8803  0.016
N: 1.8599 0.9285 -0.8747  -0.428
C: 0.4543 0.8497 -0.9122  -0.045
C: -0.1536 -0.3470 -0.8586  -0.284
C: -1.4797 -0.5919 -0.2308  -0.472
C: -1.4401 -0.8969 1.2793  -0.204
N: -0.3289 -0.0598 1.9444  -0.694
H: 2.2583 0.9469 -2.9136  0.164
H: 3.6884 1.0024 -1.7916  0.193
H: -0.0191 1.8240 -0.8415  0.219
H: 0.4489 -1.1479 -1.2766  0.232
H: -1.8791 -1.5248 -0.6347  0.253
H: -2.2374 0.1414 -0.4997  0.243
H: -2.3929 -0.6285 1.7048  0.240
H: -1.1110 -1.9149 1.4613  0.227
H: 0.1514 0.5212 1.2500  0.458
H: 0.3439 -0.6336 2.4478  0.445
H: -0.7748 0.5543 2.6266  0.439

---

Ordering by calculated energy gives the sequence arrangement two, arrangement one, with the first entry being the most stable.

---

Arrangement one

# C5H11N2

2 unconnected molecules or ions with the total composition C5H11N2 (ωB97M-V/def2-TZVPD, the Open Molecules 2025 dataset).

- Molecular weight: 99.2 Da
- Net charge: +1
- Frontier orbital gap: 0.3421 Eh

Last column: natural (NBO) charge in e.
Positions of all 18 atoms, in Å:
C: 1.5614 -2.3323 -0.7698  -0.082
C: 0.5398 -0.1340 0.6807  0.592
C: 1.3651 -0.4496 1.8150  -0.761
C: -2.2203 1.6278 -0.7982  -0.660
C: -0.8941 0.9513 -0.8924  -0.265
N: 0.5917 -1.6396 -0.8786  -0.276
N: -0.2057 0.7996 0.3508  -0.491
H: 2.4563 -2.2065 -0.0057  0.182
H: 1.6511 -3.1599 -1.3203  0.232
H: 1.5502 0.4398 2.4670  0.278
H: 2.2754 -0.9775 1.3153  0.272
H: 1.1003 -1.2646 2.4525  0.305
H: -2.4139 2.4883 -0.2431  0.234
H: -2.7190 1.7794 -1.8165  0.264
H: -2.9129 0.9653 -0.2235  0.219
H: -0.9975 -0.1418 -1.4671  0.286
H: -0.3169 1.6542 -1.6253  0.240
H: -0.4111 1.6001 0.9592  0.432

---

Arrangement two

# C5H11N2

2 unconnected molecules or ions with the total composition C5H11N2 (ωB97M-V/def2-TZVPD, the Open Molecules 2025 dataset).

- Molecular weight: 99.2 Da
- Net charge: +1
- Frontier orbital gap: 0.2864 Eh

Last column: natural (NBO) charge in e.
Positions of all 18 atoms, in Å:
C: -2.1873 -1.2452 1.2858  -0.490
C: 0.6260 0.8694 1.8647  -0.092
C: 1.2203 -1.0232 -1.4516  -0.392
C: 0.9308 1.4536 -1.5671  -0.665
C: 0.4433 0.0423 -1.5501  -0.208
N: -0.8274 -0.9629 1.4214  0.105
N: -0.2394 0.0249 1.6307  0.114
H: -2.3104 -1.8169 0.3604  0.282
H: -2.4574 -1.9355 2.0913  0.287
H: 0.9388 1.0824 2.8812  0.272
H: 1.0738 1.4481 1.0671  0.278
H: 0.8246 -2.0217 -1.4907  0.207
H: 2.2913 -0.9388 -1.3707  0.203
H: -2.8423 -0.3692 1.2949  0.236
H: 0.3024 2.1045 -0.9567  0.201
H: 0.8706 1.8424 -2.5840  0.252
H: 1.9695 1.5173 -1.2512  0.217
H: -0.6272 -0.0715 -1.6754  0.190

---

Arrangement three

# C5H11N2

A gas-phase ion, C5H11N2 (charge +1) (ωB97M-V/def2-TZVPD, the Open Molecules 2025 dataset).

- Molecular weight: 99.2 Da
- SMILES: C/C=[NH+]/C[C@@H]1CN1
- Net charge: +1
- Frontier orbital gap: 0.3453 Eh

Last column: natural (NBO) charge in e.
Positions of all 18 atoms, in Å:
C: 2.7790 0.5945 0.0656  -0.710
C: 1.7554 -0.3633 -0.1028  0.320
N: 0.5705 0.0055 -0.3661  -0.414
C: -0.4586 -1.0150 -0.4897  -0.242
C: -1.6690 -0.6330 0.3559  -0.107
C: -2.4321 0.5454 -0.1512  -0.236
N: -1.5728 0.6497 0.9705  -0.647
H: 3.3427 0.5657 1.0085  0.288
H: 2.2842 1.5328 -0.0604  0.232
H: 3.5233 0.5859 -0.7142  0.289
H: 2.0061 -1.4028 -0.2711  0.220
H: 0.2682 0.9505 -0.0496  0.464
H: 0.0635 -2.0094 -0.2625  0.227
H: -0.8712 -1.0059 -1.5302  0.241
H: -2.0290 -1.5076 0.8049  0.233
H: -3.5585 0.5915 -0.0217  0.233
H: -2.1109 1.0736 -1.1198  0.197
H: -1.8910 0.8418 1.9340  0.412

---

Ordering by calculated energy gives the sequence arrangement three, arrangement two, arrangement one, with the first entry being the most stable.

---

Arrangement one

# C5H11N2

A gas-phase ion, C5H11N2 (charge +1) (ωB97M-V/def2-TZVPD, the Open Molecules 2025 dataset).

- Molecular weight: 99.2 Da
- SMILES: C=N/C=C\CC[NH3+]
- Net charge: +1
- Frontier orbital gap: 0.2717 Eh

Last column: natural (NBO) charge in e.
Positions of all 18 atoms, in Å:
C: 3.0487 1.1020 -0.6146  0.008
N: 1.7679 0.9793 -0.6518  -0.444
C: 1.2951 -0.3382 -0.9465  0.019
C: 0.0549 -0.8423 -0.6301  -0.325
C: -0.4070 -1.2210 0.7501  -0.439
C: -1.7707 -0.4115 0.8741  -0.215
N: -1.9055 0.8934 0.0590  -0.700
H: 3.5558 0.2461 -0.1554  0.165
H: 3.5199 2.0664 -0.4757  0.199
H: 1.9526 -0.9538 -1.5305  0.213
H: -0.5398 -1.2345 -1.4629  0.209
H: -0.7836 -2.2524 0.7792  0.264
H: 0.3780 -0.8400 1.4882  0.244
H: -1.7524 -0.0051 1.8836  0.215
H: -2.6843 -0.9514 0.7342  0.233
H: -1.0215 1.4402 0.0349  0.455
H: -2.2595 0.9197 -0.8948  0.453
H: -2.4487 1.4032 0.7590  0.445

---

Arrangement two

# C5H11N2

A gas-phase ion, C5H11N2 (charge +1) (ωB97M-V/def2-TZVPD, the Open Molecules 2025 dataset).

- Molecular weight: 99.2 Da
- Net charge: +1
- Frontier orbital gap (spin up / spin down): 0.3050 / 0.3482 Eh

Last column: natural (NBO) charge in e.
Positions of all 18 atoms, in Å:
C: 0.4222 -1.5411 -0.5410  -0.300
C: -0.5425 1.1274 -0.1911  -0.072
C: 0.0296 -0.1122 -0.7191  0.228
C: 0.3679 2.3401 -0.4710  -0.590
C: 0.4115 -1.6696 1.8086  -0.518
N: -0.2746 -1.7612 0.6231  -0.204
N: -1.1601 0.3936 -1.3049  -0.546
H: -0.0414 -2.1121 -1.2271  0.243
H: 1.4675 -1.5788 -0.3922  0.217
H: -1.0525 1.2280 0.7493  0.258
H: 1.1087 2.2311 0.2356  0.244
H: -0.1342 3.3246 -0.4882  0.241
H: 0.6979 2.2390 -1.4012  0.208
H: 1.5330 -1.5990 1.8206  0.194
H: -0.0428 -0.9873 2.4826  0.240
H: 0.2779 -2.5849 2.4126  0.278
H: -2.0905 0.1447 -1.2241  0.444
H: -0.9777 0.9178 -2.1726  0.435

---

Ordering by calculated energy gives the sequence arrangement one, arrangement two, with the first entry being the most stable.

---

Arrangement one

# C3H10NS2

2 unconnected molecules or ions with the total composition C3H10NS2 (ωB97M-V/def2-TZVPD, the Open Molecules 2025 dataset).

- Molecular weight: 124.3 Da
- Net charge: +1
- Frontier orbital gap: 0.2868 Eh

Last column: natural (NBO) charge in e.
Positions of all 16 atoms, in Å:
C: -0.8329 -1.9739 -1.5625  0.157
N: 0.0618 -2.2402 -0.6696  -0.595
H: -1.3495 -2.7993 -2.0736  0.238
H: -1.0535 -0.9371 -1.7863  0.242
H: 0.7165 -1.4778 -0.2925  0.449
H: 0.1936 -3.1671 -0.3545  0.433
C: -1.1618 1.9107 0.7181  -0.630
C: 0.2201 1.2495 0.9965  -0.529
S: 0.9907 0.8819 -0.6143  0.090
S: 2.5758 -0.4388 0.0642  -0.180
H: -1.9123 1.2122 0.3253  0.204
H: -1.0975 2.7308 -0.0079  0.226
H: -1.5761 2.2912 1.6711  0.245
H: -0.0040 0.2806 1.4826  0.223
H: 0.8680 1.9956 1.4894  0.243
H: 3.3611 0.4817 0.6140  0.185

---

Arrangement two

# C3H10NS2

2 unconnected molecules or ions with the total composition C3H10NS2 (ωB97M-V/def2-TZVPD, the Open Molecules 2025 dataset).

- Molecular weight: 124.3 Da
- Net charge: +1
- Frontier orbital gap: 0.3642 Eh

Last column: natural (NBO) charge in e.
Positions of all 16 atoms, in Å:
C: 0.5328 0.7217 2.1352  -0.663
C: -0.1464 0.3902 0.8496  0.130
C: -1.0980 1.1373 0.2264  -0.348
N: 0.1978 -0.9370 0.2935  -0.712
H: 0.2171 1.7125 2.4183  0.265
H: 0.3043 -0.0300 2.9174  0.240
H: 1.6373 0.6679 1.9702  0.234
H: -1.5409 0.8299 -0.7082  0.214
H: -1.4161 2.0840 0.5908  0.244
H: 0.1322 -1.6443 1.0138  0.444
H: 1.1857 -0.8482 -0.0146  0.446
H: -0.3649 -1.1482 -0.5436  0.461
S: 0.3154 -1.8497 -2.6773  -0.153
S: 0.5633 0.0877 -3.3423  -0.055
H: -1.0037 -1.8860 -2.9726  0.157
H: 0.4841 0.7123 -2.1566  0.097

---

Ordering by calculated energy gives the sequence arrangement two, arrangement one, with the first entry being the most stable.